90
Properties=species:S:1:pos:R:3 method="wB97M-V/def2-TZVPD" gap_ha=0.3509 energy_ev=-128305.8803 e_above_lowest_ev=1.449 spin_multiplicity=1 e_homo_ha=-0.358
O 2.16 -2.58 -2.13
V 1.66 -1.23 -1.40
O 2.59 -0.04 -1.91
O -1.22 -1.00 1.51
C -0.33 -1.13 0.52
O 0.27 -0.10 0.10
O -0.06 -2.19 -0.08
H -1.17 -0.06 1.72
C -0.91 1.80 -2.18
O -1.35 1.24 -3.43
P -0.82 -0.17 -3.96
O 0.24 -0.73 -3.11
O -2.14 -1.02 -4.07
C -2.32 -2.09 -5.02
O -0.35 0.07 -5.47
C 0.56 1.15 -5.71
H 0.09 1.48 -1.92
H -1.66 1.57 -1.42
H -0.87 2.88 -2.28
H -2.20 -3.02 -4.46
H -1.59 -2.06 -5.82
H -3.31 -2.02 -5.44
H 1.13 1.42 -4.81
H 0.05 2.02 -6.13
H 1.28 0.78 -6.43
C 1.09 -3.59 2.42
O 2.46 -3.19 2.60
P 3.36 -2.94 1.31
O 2.98 -1.91 0.35
O 3.47 -4.41 0.70
C 4.32 -4.60 -0.44
O 4.82 -2.71 1.97
C 5.24 -3.49 3.09
H 0.35 -2.79 2.51
H 0.88 -4.34 3.17
H 0.93 -4.02 1.43
H 3.84 -5.39 -1.03
H 5.26 -5.04 -0.12
H 4.43 -3.74 -1.09
H 4.56 -4.28 3.39
H 5.46 -2.77 3.88
H 6.20 -3.95 2.84
C 5.21 1.96 -0.93
O 4.26 2.67 -0.15
P 4.51 2.76 1.44
O 5.65 3.57 1.83
O 4.48 1.23 1.90
C 5.70 0.49 1.94
O 3.11 3.32 1.96
C 1.87 2.70 1.60
H 4.92 0.91 -1.08
H 6.21 1.90 -0.51
H 5.22 2.36 -1.95
H 6.57 1.11 1.73
H 5.64 -0.39 1.32
H 5.84 0.12 2.96
H 1.35 2.61 2.55
H 1.95 1.71 1.14
H 1.29 3.30 0.89
C -7.11 -2.65 1.03
O -6.02 -2.07 1.74
P -5.21 -0.88 1.11
O -4.33 -0.10 2.00
O -4.52 -1.55 -0.16
C -3.52 -0.97 -0.97
O -6.37 0.01 0.50
C -6.19 1.05 -0.44
H -6.98 -3.73 1.01
H -7.20 -2.29 0.01
H -8.06 -2.47 1.54
H -3.90 -0.48 -1.88
H -2.74 -1.63 -1.32
H -3.12 -0.08 -0.47
H -5.14 1.36 -0.48
H -6.79 1.91 -0.15
H -6.53 0.84 -1.46
O -3.53 3.32 0.41
C -2.68 4.01 0.89
O -1.87 3.66 1.90
C -2.12 2.40 2.55
C -1.47 2.45 3.91
C -2.32 5.39 0.39
H -1.65 1.67 1.89
H -3.18 2.14 2.64
H -1.42 1.48 4.40
H -2.02 3.15 4.53
H -0.45 2.84 3.83
H -1.63 5.27 -0.45
H -1.81 6.00 1.12
H -3.27 5.84 0.10

=====

92
Properties=species:S:1:pos:R:3 method="wB97M-V/def2-TZVPD" gap_ha=0.3355 energy_ev=-193288.3757 e_above_lowest_ev=4.590 spin_multiplicity=1 e_homo_ha=-0.273 charge=-1
As -0.51 -1.79 -0.01
F -1.37 -2.65 -1.35
F 1.03 -2.59 -0.45
F 0.08 -1.00 1.40
F -2.07 -1.02 0.28
F -1.01 -3.11 1.04
F 0.12 -0.48 -0.99
O 2.45 -5.02 6.08
S 2.27 -3.97 7.08
O 2.20 -4.12 8.51
O 3.28 -2.67 6.69
C 3.84 -2.66 5.34
C 5.09 -3.57 5.17
C 0.75 -3.12 6.54
H 4.03 -1.62 5.07
H 3.09 -2.94 4.61
H 5.79 -3.19 5.92
H 5.57 -3.28 4.23
H 5.05 -4.63 5.40
H 0.24 -2.81 7.45
H 0.03 -3.77 6.06
H 0.85 -2.23 5.92
O -2.17 2.62 6.74
S -3.05 3.34 5.84
O -4.12 4.27 6.33
O -2.05 4.03 4.65
C -0.68 4.04 4.82
C -0.21 4.81 3.61
C -3.95 2.19 4.80
H -0.29 3.03 4.91
H -0.28 4.72 5.58
H -0.23 5.89 3.78
H -0.79 4.60 2.71
H 0.83 4.52 3.45
H -3.13 1.70 4.27
H -4.57 2.80 4.13
H -4.56 1.63 5.51
O 1.23 3.52 -9.59
S 1.88 2.78 -8.46
O 2.04 1.36 -8.51
O 3.19 3.58 -7.86
C 3.39 4.86 -8.43
C 2.44 5.99 -7.97
C 0.81 3.16 -6.99
H 3.47 4.74 -9.51
H 4.33 5.27 -8.06
H 2.78 6.98 -8.26
H 2.32 5.88 -6.89
H 1.53 5.87 -8.57
H 0.57 4.22 -6.91
H 1.23 2.67 -6.11
H -0.16 2.68 -7.12
O -5.85 -10.24 -2.02
S -6.21 -10.04 -0.58
O -5.89 -11.11 0.39
O -5.64 -8.62 0.04
C -4.76 -7.81 -0.74
C -3.38 -8.44 -0.72
C -8.04 -9.82 -0.55
H -4.94 -6.82 -0.33
H -5.06 -7.71 -1.79
H -3.45 -9.30 -1.39
H -3.15 -8.97 0.20
H -2.57 -7.75 -0.96
H -8.48 -10.49 -1.29
H -8.25 -8.79 -0.85
H -8.28 -9.94 0.51
O 8.28 5.16 -1.45
S 7.06 4.61 -0.93
O 5.81 5.33 -0.93
O 6.87 3.19 -1.83
C 5.57 2.79 -2.02
C 5.57 1.27 -2.59
C 7.31 3.90 0.83
H 4.99 3.35 -2.75
H 4.87 2.76 -1.18
H 4.65 0.89 -3.04
H 5.71 0.47 -1.86
H 6.21 1.14 -3.47
H 7.25 2.81 0.76
H 6.46 4.31 1.38
H 8.29 4.19 1.20
C -4.00 3.73 -1.78
S -5.33 4.10 -0.68
O -6.08 5.34 -1.26
C -6.55 2.74 -0.97
H -4.36 3.39 -2.75
H -3.34 2.93 -1.45
H -3.40 4.59 -2.07
H -7.19 3.09 -1.78
H -7.17 2.55 -0.10
H -6.12 1.75 -1.13

=====

106
Properties=species:S:1:pos:R:3 method="wB97M-V/def2-TZVPD" gap_ha=0.1342 energy_ev=-178098.4156 spin_multiplicity=1 e_homo_ha=-0.520 charge=+2
Hf -2.60 -2.79 -1.52
P 0.63 -0.56 -0.19
F 1.02 -0.44 -1.78
F -0.66 -1.44 -0.72
F 1.63 -1.84 -0.15
F 0.30 -0.73 1.35
F 1.90 0.33 0.26
F -0.23 0.79 -0.35
N -2.39 -3.38 0.53
S -3.26 -3.21 1.94
O -2.96 -2.01 2.61
O -3.63 -4.41 2.58
F -4.62 -2.88 1.14
S -1.20 -4.36 1.39
O -1.31 -5.73 1.11
O -0.80 -3.89 2.66
F 0.07 -3.81 0.63
C 4.85 -1.28 -1.06
N 4.86 -0.03 -0.29
O 4.60 1.01 -0.87
O 5.15 -0.10 0.88
H 4.35 -2.09 -0.53
H 5.87 -1.64 -1.19
H 4.43 -1.08 -2.04
C 3.98 0.99 -4.47
N 3.64 -0.44 -4.75
O 2.85 -0.99 -4.00
O 4.21 -0.96 -5.67
H 3.28 1.37 -3.74
H 3.84 1.55 -5.40
H 5.00 1.06 -4.11
O -3.58 -0.97 -0.39
S -4.22 0.25 0.20
O -5.14 0.94 -0.65
O -4.87 -0.22 1.52
C -6.31 -0.05 1.76
C -6.68 -1.01 2.87
C -2.88 1.23 0.82
H -6.85 -0.25 0.84
H -6.54 0.97 2.07
H -5.98 -0.89 3.70
H -6.38 -2.01 2.55
H -7.74 -1.00 3.09
H -3.04 1.53 1.85
H -2.49 1.98 0.13
H -2.14 0.43 0.88
O -2.06 -0.88 -2.65
S -2.07 0.34 -3.50
O -3.07 0.44 -4.50
O -2.26 1.50 -2.49
C -2.68 2.83 -2.91
C -4.16 3.06 -3.12
C -0.43 0.65 -4.12
H -2.08 3.18 -3.75
H -2.36 3.48 -2.10
H -4.33 4.08 -3.44
H -4.68 2.79 -2.20
H -4.57 2.40 -3.88
H 0.08 -0.31 -4.16
H 0.07 1.24 -3.36
H -0.39 1.09 -5.11
O 0.14 -5.24 -3.71
S 0.33 -4.72 -2.40
O -0.58 -3.65 -1.89
O 0.21 -5.88 -1.37
C 0.83 -7.17 -1.71
C 1.60 -7.63 -0.48
C 2.01 -4.15 -2.19
H 1.48 -7.10 -2.58
H 0.03 -7.90 -1.84
H 2.35 -6.93 -0.11
H 2.09 -8.56 -0.79
H 1.02 -7.91 0.40
H 2.26 -4.10 -1.13
H 2.03 -3.10 -2.51
H 2.58 -4.80 -2.84
O -0.90 1.25 5.28
S -0.42 2.12 4.25
O -1.32 2.59 3.23
O 0.25 3.41 4.88
C -0.56 4.10 5.88
C 0.36 4.95 6.72
C 1.01 1.40 3.54
H -1.11 3.41 6.51
H -1.30 4.70 5.35
H -0.19 5.68 7.31
H 1.01 5.53 6.07
H 0.93 4.27 7.36
H 1.28 1.81 2.56
H 0.87 0.36 3.23
H 1.84 1.47 4.23
O 1.84 5.92 -1.29
S 2.62 4.76 -1.08
O 3.63 4.29 -1.98
O 3.28 4.89 0.36
C 4.39 4.04 0.74
C 4.02 3.44 2.09
C 1.48 3.41 -0.67
H 5.29 4.65 0.78
H 4.52 3.27 -0.02
H 4.61 2.55 2.34
H 2.96 3.22 2.08
H 4.26 4.12 2.90
H 0.65 3.85 -0.13
H 2.08 2.77 -0.02
H 1.25 2.76 -1.51